Record 1
Computed, not measured: the molecule C5H2O, with ωB97M-V with the def2-TZVPD basis set.

The geometry in XYZ format:
```
8
Properties=species:S:1:pos:R:3:forces:R:3:nbo_charge:R:1
C 2.674 -0.289 0.406 -0.37 0.03 -0.27 -0.12
C 1.677 -0.242 -0.271 0.29 0.05 0.69 -0.10
C 0.322 -0.121 -0.496 -0.53 0.15 0.33 0.00
C -0.855 0.067 -0.287 0.43 -0.17 -0.20 -0.05
C -2.119 0.258 0.401 -0.26 -0.17 -0.06 0.36
O -3.090 -0.448 0.282 0.27 0.28 -0.02 -0.47
H 3.450 -0.284 1.135 0.28 -0.09 -0.33 0.24
H -2.082 1.097 1.124 -0.12 -0.09 -0.15 0.14
```
Positions in Å, forces in eV/Å.

Charge   0
Molecular weight   78.1 g mol⁻¹
2S+1   1
SMILES   C#CC#CC=O
Gap between HOMO and LUMO   9.63 eV
Energy above the lowest of the compared OMol25 structures with the same formula, charge and spin   47.4 kJ/mol

Record 2
Computed, not measured: the molecule C5H2OS at a distorted geometry, with ωB97M-V with the def2-TZVPD basis set.

The geometry in XYZ format:
```
9
Properties=species:S:1:pos:R:3:forces:R:3:nbo_charge:R:1
C -2.410 -0.127 -1.959 -0.86 -0.51 -0.77 -0.09
C -1.457 -0.019 -1.213 -2.44 -0.44 -2.03 -0.17
C -0.399 -0.196 -0.420 2.16 -0.35 2.28 0.14
C 0.515 -0.409 0.359 -2.63 -0.10 -1.74 -0.13
C 1.750 -0.301 0.954 7.76 1.20 -1.75 0.33
O 2.853 -0.676 0.366 -4.97 0.75 2.88 -0.51
S 1.972 1.061 2.191 -4.04 -1.76 -0.30 0.01
H -3.267 -0.375 -2.669 1.78 0.81 1.53 0.27
H 0.442 1.041 2.393 3.24 0.40 -0.09 0.16
```
Positions in Å, forces in eV/Å.

Charge   0
Molecular weight   110.1 g mol⁻¹
2S+1   1
SMILES   C#CC#CC(=O)S
Gap between HOMO and LUMO   8.84 eV
Energy above the lowest of the compared OMol25 structures with the same formula, charge and spin   228.6 kJ/mol

Record 3
Computed, not measured: the molecule C5H2OS at a distorted geometry, with ωB97M-V with the def2-TZVPD basis set.

The geometry in XYZ format:
```
9
Properties=species:S:1:pos:R:3:forces:R:3:mulliken_charge:R:1
C 0.378 -0.486 -0.508 -0.18 -0.30 -0.57 0.53
C 0.270 1.309 -0.159 -0.68 -0.40 -0.28 -0.52
C 1.467 -1.124 -0.089 -0.27 -3.45 -0.24 -0.70
C 1.235 0.566 0.298 0.79 1.15 0.59 0.68
C -0.904 0.039 -0.670 0.42 1.20 1.02 -0.10
O 2.274 -0.193 0.585 -0.03 1.96 -0.08 -0.21
S -2.155 -0.050 0.575 1.05 -0.63 1.23 -0.17
H -1.375 0.173 -1.615 0.18 0.32 -0.80 0.33
H -1.189 -0.232 1.583 -1.28 0.15 -0.86 0.17
```
Positions in Å, forces in eV/Å.

Charge   0
Molecular weight   110.1 g mol⁻¹
2S+1   1
Gap between HOMO and LUMO (spin up / spin down)   8.56 / 8.56 eV
Energy above the lowest of the compared OMol25 structures with the same formula, charge and spin   686.3 kJ/mol

Record 4
Computed, not measured: a cluster of 10 separate species, C5H30N2O10 in total at a distorted geometry, with ωB97M-V with the def2-TZVPD basis set.

The geometry in XYZ format:
```
47
Properties=species:S:1:pos:R:3:forces:R:3:nbo_charge:R:1
N -1.314 -2.676 1.673 -0.52 0.18 0.03 -0.88
C -1.476 -1.627 0.691 0.51 -1.10 -0.37 -0.14
C -0.461 -1.490 -0.174 1.38 1.67 0.71 0.14
N 0.791 -2.112 -0.019 -0.05 -1.10 -0.15 -0.87
C -0.398 -0.436 -1.223 -2.10 0.76 -1.40 -0.44
C -0.834 -0.819 -2.702 1.64 0.28 0.96 -0.41
C -1.789 0.209 -3.264 0.33 0.65 0.31 -0.06
O -1.370 1.561 -3.062 0.13 0.00 -0.41 -0.76
H -1.929 -2.568 2.470 -0.08 0.08 -0.08 0.37
H -1.552 -3.568 1.254 0.08 -0.09 0.16 0.37
H -2.408 -1.092 0.579 -0.09 0.04 0.03 0.21
H 0.830 -2.898 0.610 -0.22 0.19 0.40 0.39
H 1.585 -1.518 0.173 -0.13 0.25 -0.28 0.39
H -1.106 0.367 -1.017 -0.21 -0.09 0.82 0.20
H 0.531 0.117 -1.317 0.50 -0.42 0.31 0.20
H 0.111 -0.761 -3.245 -0.19 -0.31 -0.50 0.20
H -1.184 -1.844 -2.739 -0.25 -0.01 -0.18 0.23
H -1.809 0.159 -4.347 -0.52 -0.53 -0.13 0.19
H -2.777 0.093 -2.804 -0.12 -0.15 -0.26 0.15
H -0.835 1.721 -2.275 -0.36 -0.22 0.05 0.49
O -3.203 1.246 1.399 0.23 -1.10 0.19 -0.96
H -2.753 1.801 0.761 -0.29 0.47 0.17 0.48
H -3.786 1.716 1.996 0.10 0.59 -0.33 0.48
O 0.500 -3.912 -2.294 -0.70 -0.96 -1.29 -0.95
H 0.000 -3.664 -1.521 0.54 0.38 0.38 0.48
H 1.420 -3.686 -2.209 0.15 0.39 0.63 0.48
O 2.898 0.745 -0.074 -0.55 -0.01 1.13 -0.97
H 1.963 0.611 -0.276 0.18 -0.11 -0.87 0.46
H 2.690 1.204 0.773 0.77 -0.01 -0.35 0.50
O 1.162 1.457 1.873 0.02 -0.64 -0.01 -0.96
H 0.870 0.553 1.679 -0.14 0.06 0.15 0.49
H 1.443 1.386 2.795 -0.12 0.14 0.01 0.50
O 0.563 3.848 2.763 -0.81 -0.15 0.07 -0.94
H 0.009 3.392 3.408 0.19 0.36 0.43 0.46
H 0.284 3.339 1.989 0.61 0.15 -0.30 0.48
O 2.795 2.103 -2.470 0.33 -0.63 -0.54 -0.95
H 2.793 1.538 -3.255 -0.30 0.40 -0.21 0.46
H 3.412 1.595 -1.923 -0.25 0.36 0.59 0.49
O -0.435 -0.465 3.703 0.09 0.11 0.07 -0.97
H -0.322 -1.102 2.985 -0.01 -0.16 -0.05 0.49
H -1.211 0.051 3.461 -0.02 -0.02 -0.12 0.47
O 2.443 -1.784 2.512 -0.48 -0.02 -0.45 -0.97
H 3.287 -1.440 2.207 0.12 -0.01 0.40 0.48
H 2.449 -1.922 3.462 0.37 0.14 0.04 0.49
O -0.605 3.150 -1.004 0.19 -0.27 0.33 -0.96
H -1.136 3.674 -0.401 0.09 0.30 -0.19 0.48
H -0.138 3.746 -1.599 -0.04 0.16 0.13 0.50
```
Positions in Å, forces in eV/Å.

Charge   0
Molecular weight   278.3 g mol⁻¹
2S+1   1
SMILES   N/C=C(\N)CCCO.O.O.O.O.O.O.O.O.O
Gap between HOMO and LUMO   8.26 eV
Energy above the lowest of the compared OMol25 structures with the same formula, charge and spin   337.4 kJ/mol

Record 5
Computed, not measured: a cluster of 9 separate species, C5H30N2O9 in total at a distorted geometry, with ωB97M-V with the def2-TZVPD basis set.

The geometry in XYZ format:
```
46
Properties=species:S:1:pos:R:3:forces:R:3:nbo_charge:R:1
C -0.720 2.411 1.387 0.67 0.65 0.00 -0.44
N -0.816 1.790 0.058 0.10 0.53 -0.29 -0.68
C -0.857 0.348 -0.042 -0.57 -0.08 1.45 -0.06
C -2.190 -0.124 0.659 0.75 1.50 -2.03 -0.25
N -2.328 -1.562 0.377 -1.03 0.12 0.58 -0.86
C 0.380 -0.391 0.686 -2.83 1.44 -1.85 0.07
C 1.731 0.106 0.286 2.82 -1.39 1.73 -0.70
O 0.226 -1.771 0.401 0.20 -1.19 0.77 -0.82
H -1.703 2.715 1.840 0.76 -0.49 -0.50 0.19
H -0.142 1.791 2.118 -0.50 0.49 -0.37 0.18
H -0.124 3.348 1.215 -0.61 -0.78 0.47 0.22
H -0.106 2.187 -0.562 -0.23 -0.38 0.58 0.39
H -0.988 0.113 -1.122 0.61 -0.24 0.69 0.21
H -2.963 0.551 0.257 -0.19 -0.63 -0.78 0.18
H -2.263 0.289 1.664 0.64 -1.36 0.78 0.21
H -2.442 -1.739 -0.632 0.18 0.48 0.45 0.40
H -3.178 -1.902 0.802 -0.10 -0.27 0.19 0.37
H 0.167 -0.222 1.747 0.45 -0.04 -0.07 0.19
H 2.156 0.808 1.019 -0.62 0.38 -0.32 0.24
H 2.079 0.415 -0.708 -1.05 -0.18 0.05 0.21
H 2.395 -0.775 0.577 -0.47 0.90 -0.85 0.25
H -0.720 -2.031 0.673 0.73 0.45 -0.62 0.52
O 0.450 -1.877 -2.286 -0.12 -0.67 -0.24 -1.03
H 0.522 -1.928 -1.301 0.20 0.57 -0.78 0.51
H 0.909 -1.132 -2.746 -0.26 -0.19 0.95 0.51
O -1.066 1.875 -3.598 -0.63 -0.33 0.25 -0.94
H -1.451 1.200 -4.174 0.27 -0.01 -0.42 0.49
H -1.566 1.646 -2.803 0.03 0.39 0.45 0.49
O 1.160 0.444 -3.372 0.40 0.51 0.29 -0.98
H 0.419 1.090 -3.217 0.62 -0.40 -0.32 0.51
H 1.942 0.758 -2.890 -0.47 0.05 -0.31 0.47
O -0.346 -1.291 4.748 -0.50 -0.22 0.34 -0.95
H 0.142 -0.567 4.344 0.33 -0.13 -0.11 0.49
H 0.318 -1.927 5.037 -0.12 0.22 -0.12 0.46
O 1.926 -0.619 3.278 0.19 -0.34 0.02 -0.95
H 1.782 -1.160 2.488 0.12 0.12 0.02 0.49
H 2.323 -1.274 3.864 0.20 0.20 0.12 0.47
O 0.882 3.774 -1.010 -0.06 -0.74 0.23 -0.97
H 0.065 4.243 -1.211 0.56 0.46 -0.22 0.49
H 1.688 4.260 -1.184 -0.35 0.55 -0.24 0.49
O -1.993 -1.237 -3.076 -0.16 0.45 0.43 -1.03
H -1.095 -1.562 -2.787 -0.15 -0.09 -0.41 0.51
H -2.241 -1.634 -3.911 0.22 -0.26 0.00 0.47
O 2.659 -2.895 1.213 0.36 0.90 0.92 -1.00
H 1.740 -2.923 0.918 0.08 -0.51 -0.50 0.51
H 3.235 -3.618 0.976 -0.50 -0.43 -0.37 0.49
```
Positions in Å, forces in eV/Å.

Charge   0
Molecular weight   262.3 g mol⁻¹
2S+1   1
SMILES   CN[C@H](CN)[C@H](C)O.O.O.O.O.O.O.O.O
Gap between HOMO and LUMO   8.69 eV
Energy above the lowest of the compared OMol25 structures with the same formula, charge and spin   180.2 kJ/mol

Record 6
Computed, not measured: a cluster of 11 separate species, C5H30N3O10 in total at a distorted geometry, with ωB97M-V with the def2-TZVPD basis set.

The geometry in XYZ format:
```
48
Properties=species:S:1:pos:R:3:forces:R:3:nbo_charge:R:1
C 0.131 1.222 -1.169 -1.96 1.55 -3.14 -0.27
C 0.851 0.420 -0.149 0.16 -2.21 2.67 -0.50
C 0.006 -0.665 0.564 0.50 1.65 -1.36 0.40
C 0.225 -2.067 0.832 -0.23 0.36 1.23 0.17
N -0.858 -2.524 1.541 0.76 3.91 -1.45 -0.48
C -1.693 -1.415 1.719 -1.31 -0.91 0.58 0.46
N -1.201 -0.341 1.078 1.06 -2.11 0.60 -0.50
N -0.744 0.487 -2.224 1.63 -1.88 0.35 -0.89
H -0.582 2.043 -0.780 1.55 -1.30 -0.05 0.24
H 0.930 1.736 -1.758 -0.75 -0.10 0.63 0.26
H 1.812 -0.055 -0.483 -1.05 0.80 0.36 0.27
H 1.006 1.111 0.742 0.47 -0.34 -0.76 0.34
H 1.194 -2.558 0.779 -0.33 -0.36 -0.33 0.31
H -1.007 -3.485 1.737 -0.48 -0.93 0.81 0.49
H -2.609 -1.380 2.390 1.21 -0.31 -1.21 0.31
H -1.670 0.550 0.921 -0.49 0.37 0.31 0.53
H -1.143 -0.425 -1.759 1.34 2.30 -1.66 0.35
H -0.165 0.238 -3.151 -1.77 0.47 3.07 0.42
H -0.997 -2.183 -2.658 7.98 -2.49 2.63 0.48
H -2.456 -2.857 -3.224 3.15 1.70 0.89 0.55
O -1.784 -2.105 -2.966 -10.98 0.37 -3.58 -0.99
H -3.604 2.477 -0.332 -0.51 0.21 0.25 0.51
H -2.547 1.533 -0.839 -0.93 1.12 1.54 0.49
O -2.803 2.064 -0.009 1.61 -1.42 -1.01 -1.01
H 1.518 -1.721 -3.079 1.75 -0.15 -6.89 0.49
H 2.102 -1.518 -1.700 5.23 1.10 2.40 0.48
O 1.422 -1.699 -2.222 -6.74 -1.29 4.36 -0.96
H 2.705 -0.273 3.113 -0.95 0.28 0.29 0.46
H 1.630 0.550 3.882 -2.52 1.31 -0.35 0.46
O 2.447 0.148 3.944 2.62 -0.92 0.97 -0.96
H 4.773 -1.044 -0.213 2.21 -2.15 0.56 0.50
H 4.408 0.344 -0.417 -0.70 -0.62 -0.29 0.50
O 4.016 -0.563 -0.403 -1.39 3.11 -1.09 -0.97
H -2.574 -1.618 -1.318 1.26 -0.97 -0.92 0.49
H -3.855 -1.059 -1.092 1.89 0.05 2.31 0.53
O -2.974 -1.236 -0.544 -3.43 0.76 -1.48 -1.01
H 3.001 -0.603 1.152 1.29 0.13 0.04 0.50
H 3.900 -1.105 2.379 1.92 0.34 0.36 0.51
O 3.121 -1.218 1.882 -2.69 -1.45 -0.65 -0.97
H -3.535 1.976 -2.813 0.00 -2.77 0.89 0.50
H -2.697 0.721 -2.392 3.19 -0.84 -0.84 0.48
O -3.556 1.036 -2.382 -3.32 3.54 -0.90 -0.96
H -1.501 1.998 3.127 1.95 0.63 -1.53 0.49
H -1.291 2.444 1.643 0.53 0.20 0.88 0.49
O -0.761 2.152 2.430 -2.62 -0.61 0.55 -0.97
H 2.913 3.904 0.902 1.28 1.76 -0.21 0.49
H 2.147 3.317 2.116 0.00 0.61 1.49 0.49
O 2.347 3.241 1.207 -1.37 -2.55 -1.32 -0.97
```
Positions in Å, forces in eV/Å.

Charge   +2
Molecular weight   292.3 g mol⁻¹
2S+1   2
⟨S²⟩   0.762
Gap between HOMO and LUMO (spin up / spin down)   8.01 / 4.41 eV

Q: Among the records above, which one has the highest charge?
A: C5H30N3O10

Q: Look up the 2S+1 of the sixth one.
A: 2

Q: charge of number 1 (C5H2O)?
A: 0